{
  "formula": "C5H10",
  "method": "the ωB97M-V functional and the def2-TZVPD basis",
  "homo_ev": -9.3,
  "relative_energy_ev": 2.388,
  "smiles": "C=C1CCC1.[H][H]",
  "species": ["C", "C", "C", "C", "C", "H", "H", "H", "H", "H", "H", "H", "H", "H", "H"],
  "positions_angstrom": [[1.84893, -0.45755, -0.09364], [0.53488, -0.38763, -0.25972], [-0.64399, -1.11012, 0.36898], [-1.58609, -0.07602, -0.30462], [-0.37407, 0.52032, -1.07014], [2.29680, -1.17445, 0.59072], [2.52282, 0.20528, -0.63184], [-0.77429, -2.13288, -0.00210], [-0.65504, -1.13629, 1.46389], [-2.03338, 0.62519, 0.40520], [-2.37986, -0.49530, -0.92861], [-0.20318, 1.59494, -0.94379], [-0.37232, 0.29300, -2.14205], [0.84976, 2.17530, 1.97350], [0.96904, 1.55621, 1.57422]],
  "mulliken_charge": [-0.6965, 0.1853, -0.5518, -0.4533, -0.5060, 0.2561, 0.2555, 0.2533, 0.2440, 0.2562, 0.2613, 0.2474, 0.2486, 0.2429, -0.2430]
}

{
  "formula": "C2H4OS2",
  "method": "the ωB97M-V functional and the def2-TZVPD basis",
  "homo_ev": -9.4,
  "relative_energy_ev": 4.024,
  "species": ["C", "C", "O", "S", "S", "H", "H", "H", "H"],
  "positions_angstrom": [[0.22423, 0.36105, 1.60856], [-0.74897, 0.66700, 0.98627], [-0.62477, 1.50434, -1.47117], [-0.17209, -1.37457, -1.87824], [0.54013, 0.62931, -1.37564], [1.08595, -0.07234, 2.17668], [-1.21477, -1.12247, -1.07217], [-1.60047, 1.11681, 0.33920], [1.16641, 1.01313, -2.60975]],
  "mulliken_charge": [-0.4133, -0.3688, -0.5209, -0.1948, 0.3070, 0.3343, 0.1978, 0.4689, 0.1899]
}

{
  "formula": "C52H26I4MoN6S2",
  "method": "the ωB97M-V functional and the def2-TZVPD basis",
  "homo_ev": [-12.9, -12.9],
  "charge": 2,
  "species": ["Mo", "I", "C", "C", "C", "C", "C", "C", "C", "C", "C", "C", "C", "C", "C", "C", "C", "C", "I", "C", "C", "C", "N", "C", "C", "C", "C", "C", "C", "I", "C", "C", "C", "C", "C", "C", "N", "C", "C", "C", "C", "C", "N", "C", "C", "C", "C", "I", "C", "C", "C", "C", "N", "H", "H", "H", "H", "H", "H", "H", "H", "H", "H", "H", "H", "H", "H", "H", "H", "H", "H", "H", "H", "H", "H", "H", "H", "S", "C", "C", "C", "C", "N", "C", "C", "C", "S", "C", "N", "H", "H"],
  "positions_angstrom": [[-0.07470, -0.07270, 0.19440], [7.51750, -0.92560, 6.20930], [5.81920, -1.00780, 4.95840], [4.73220, -1.80010, 5.30690], [3.59860, -1.79960, 4.51760], [3.56320, -1.04610, 3.35090], [4.68300, -0.29970, 2.97640], [5.79320, -0.25620, 3.79060], [2.39290, -0.90650, 2.47310], [1.27940, -0.19490, 2.92870], [0.94890, 0.09300, 4.28340], [-0.17640, 0.86330, 4.27300], [-0.48590, 1.12290, 2.90410], [-1.26260, 2.18540, 2.42530], [-1.98690, 3.04900, 3.37330], [-3.36130, 3.23970, 3.22650], [-4.05880, 4.03070, 4.11610], [-3.37970, 4.68750, 5.13560], [-4.44410, 5.91350, 6.48500], [-2.00410, 4.53800, 5.27020], [-1.31660, 3.71280, 4.40390], [-1.14450, 2.61510, 1.09530], [-0.43860, 1.93290, 0.13550], [-0.20720, 2.82270, -0.88800], [0.42360, 2.50860, -2.09510], [0.94360, 3.59980, -2.93590], [0.14940, 4.48590, -3.65310], [0.72950, 5.51960, -4.36300], [2.10770, 5.69130, -4.33130], [2.99390, 7.28300, -5.40060], [2.91030, 4.81420, -3.61320], [2.33140, 3.76000, -2.93780], [0.59060, 1.18610, -2.53010], [0.61960, 0.70850, -3.87230], [0.51050, -0.65550, -3.81680], [0.54210, -1.02670, -2.43890], [0.51830, 0.12010, -1.67960], [1.02580, -2.25500, -1.93880], [1.75860, -2.23490, -0.73400], [2.83290, -3.07210, -0.31950], [3.33220, -2.53750, 0.83200], [2.48550, -1.44750, 1.18890], [1.56570, -1.24740, 0.19870], [0.87650, -3.48220, -2.71290], [-0.43040, -3.88140, -3.02230], [-0.67340, -5.10740, -3.59830], [0.38830, -5.95160, -3.90810], [0.00520, -7.82890, -4.77860], [1.69500, -5.54250, -3.66530], [1.93500, -4.32130, -3.07200], [-0.80820, 4.07880, -0.56820], [-1.43360, 3.93270, 0.63200], [0.34780, 0.37700, 2.09890], [4.76530, -2.40700, 6.19790], [2.75420, -2.41360, 4.78990], [4.65670, 0.28130, 2.06570], [6.63080, 0.36640, 3.51900], [1.49930, -0.26360, 5.12990], [-0.72610, 1.24390, 5.11110], [-3.88300, 2.73510, 2.42760], [-5.12680, 4.14070, 4.01320], [-1.47260, 5.06800, 6.04610], [-0.24420, 3.62030, 4.49250], [-0.92060, 4.34720, -3.67380], [0.11300, 6.19340, -4.93740], [3.98050, 4.95500, -3.58110], [2.95170, 3.08130, -2.36960], [0.67650, 1.31680, -4.75440], [0.48050, -1.33600, -4.64460], [3.18790, -3.95150, -0.81840], [4.16600, -2.87550, 1.41540], [-1.25990, -3.23770, -2.76280], [-1.68220, -5.41850, -3.81490], [2.51940, -6.18120, -3.94120], [2.94770, -3.97930, -2.94220], [-0.76870, 4.95570, -1.18430], [-1.99580, 4.66310, 1.17930], [-2.34500, 0.12160, -0.53690], [-2.97740, -1.50460, -0.60300], [-4.13050, -1.77420, -1.33370], [-4.59630, -3.07670, -1.43860], [-5.79190, -3.33740, -2.15890], [-6.77250, -3.51450, -2.71970], [-3.88780, -4.12880, -0.82190], [-2.74940, -3.85660, -0.07250], [-2.30580, -2.54510, 0.06060], [-0.91510, -2.18070, 1.05730], [-4.33720, -5.46380, -0.98570], [-4.68790, -6.53670, -1.17040], [-4.66070, -0.96860, -1.81770], [-2.22060, -4.66230, 0.41440]],
  "mulliken_charge": [-0.8365, 0.1690, -0.1912, -0.6836, -0.1845, -0.6664, -0.2374, -0.7462, 1.8428, 0.4347, -1.1248, -1.6531, -0.4408, 1.4203, -0.5806, -0.0975, -0.6957, -0.2163, 0.1745, -0.7730, -0.3044, 0.4213, 0.4054, 0.6512, 1.6353, -0.9104, -0.2349, -0.6299, -0.1652, 0.1683, -0.7424, -0.1451, 0.1303, -1.3297, -1.5237, -0.3139, 1.0394, 1.2992, 0.4001, -1.7346, -1.2336, -0.0835, 1.0359, -0.0273, -0.3021, -0.7478, -0.2773, 0.1842, -0.8050, -0.3307, -1.3971, -1.4853, 0.9074, 0.4329, 0.6302, 0.4969, 0.4113, 0.7074, 0.8493, 0.5315, 0.4200, 0.4182, 0.6094, 0.5919, 0.4271, 0.4082, 0.5086, 0.6588, 0.7017, 0.6284, 0.6717, 0.5822, 0.4825, 0.4255, 0.6845, 0.6624, 0.6521, -0.2088, 1.0420, -1.0987, 0.4879, -0.3897, -0.4054, 0.5620, -0.9358, 0.8669, -0.3713, -0.3902, -0.4137, 0.6122, 0.5819]
}

{
  "formula": "C31H51F2INO10S4",
  "method": "the ωB97M-V functional and the def2-TZVPD basis",
  "homo_ev": -5.1,
  "relative_energy_ev": 0.963,
  "charge": -1,
  "species": ["C", "C", "O", "N", "H", "H", "C", "H", "H", "H", "H", "H", "H", "I", "O", "H", "F", "C", "C", "C", "C", "C", "C", "H", "H", "H", "H", "H", "F", "C", "C", "C", "C", "C", "C", "H", "H", "H", "H", "H", "C", "C", "C", "S", "O", "O", "C", "H", "H", "H", "H", "H", "H", "H", "H", "C", "C", "C", "S", "O", "O", "C", "H", "H", "H", "H", "H", "H", "H", "H", "C", "C", "C", "S", "O", "O", "C", "H", "H", "H", "H", "H", "H", "H", "H", "C", "C", "C", "S", "O", "O", "C", "H", "H", "H", "H", "H", "H", "H", "H"],
  "positions_angstrom": [[0.28852, -1.83354, 1.18658], [0.14852, -0.31754, 1.08458], [1.14252, 0.32046, 0.84358], [-1.22148, 0.15046, 0.72058], [-1.87148, -0.43254, 0.10958], [-2.02548, -0.02054, 1.31058], [-1.33348, 1.54046, 0.27558], [1.16452, -2.26954, 0.37958], [-0.65148, -2.22254, 1.12558], [0.66152, -1.98754, 2.15858], [-0.34048, 2.03346, -0.18242], [-1.66348, 2.08446, 1.24158], [-1.88548, 1.71346, -0.58142], [-2.79248, -0.64254, 3.68458], [-2.74048, -1.19954, -0.86442], [-2.91148, -1.82354, -1.60042], [-0.16548, 2.19946, -4.48542], [-1.34948, 2.78946, -4.21842], [-1.77448, 3.77146, -5.04242], [-3.06248, 4.41146, -4.93842], [-3.91848, 3.91046, -3.91142], [-3.49348, 2.88746, -3.08742], [-2.24048, 2.24446, -3.24642], [-0.94648, 4.26646, -5.72042], [-3.50748, 5.12846, -5.59742], [-4.83748, 4.32046, -3.62842], [-4.03048, 2.40346, -2.28042], [-1.95748, 1.35346, -2.69342], [3.83252, -3.32854, -1.78542], [2.81352, -2.57554, -2.06642], [2.88052, -1.13554, -2.06242], [1.77452, -0.36454, -2.17742], [0.57852, -0.99154, -2.39242], [0.41952, -2.35854, -2.50342], [1.55352, -3.19254, -2.36842], [3.68952, -0.60454, -1.92042], [1.69852, 0.78146, -2.14942], [-0.32448, -0.45554, -2.61242], [-0.67348, -2.91954, -2.60042], [1.58852, -4.19354, -2.47642], [-5.18148, 2.43546, 1.37258], [-5.03348, 3.76846, 0.81458], [-5.62148, 4.72246, 1.63558], [-5.88748, 3.99946, 3.21258], [-7.34348, 3.85746, 3.28158], [-5.12048, 4.71646, 4.23558], [-5.10048, 2.53846, 2.81258], [-4.60748, 1.65546, 0.98858], [-6.03748, 2.15546, 1.09158], [-5.25148, 3.90146, -0.25442], [-3.84948, 3.87846, 0.88758], [-6.64248, 5.18346, 1.23958], [-5.07848, 5.71146, 1.74058], [-5.41648, 1.65846, 3.26158], [-3.91148, 2.46746, 3.01058], [-1.36048, -6.95854, 2.06358], [-0.69348, -8.07654, 1.36658], [0.58652, -7.76454, 0.88358], [0.47652, -6.12354, 0.31958], [0.32252, -6.28754, -1.08442], [1.52152, -5.29154, 0.92358], [-1.04148, -5.75654, 1.07458], [-1.11948, -6.74454, 3.01958], [-2.39548, -7.19954, 1.95158], [-1.45748, -8.27954, 0.47458], [-0.92548, -8.98254, 1.86758], [1.17252, -8.25754, 0.25258], [1.32152, -7.54054, 1.55258], [-1.88248, -5.55154, 0.27158], [-0.86148, -4.98154, 1.76758], [4.74352, -0.38154, 2.83758], [3.57652, -1.37954, 2.86058], [3.92752, -2.11054, 1.64558], [5.61352, -2.64354, 1.83458], [6.24452, -2.65454, 0.54158], [5.62852, -3.80954, 2.67158], [6.01252, -1.26454, 2.79958], [4.71052, 0.30946, 3.72058], [4.61252, 0.32546, 1.96758], [2.52752, -1.06554, 2.77858], [3.50552, -1.89554, 3.78858], [3.70452, -1.61054, 0.65058], [3.34652, -3.21854, 1.71858], [6.99652, -0.60354, 2.53358], [6.15752, -1.70954, 3.90258], [3.53152, 3.88646, -0.10442], [1.99252, 3.70946, -0.30042], [1.60852, 4.42046, -1.36042], [2.93652, 4.37246, -2.58642], [3.12652, 5.63246, -3.17342], [2.62652, 3.20946, -3.38942], [4.17652, 3.93846, -1.44542], [3.89852, 3.31446, 0.65458], [3.79552, 4.78746, 0.34758], [1.35752, 4.05346, 0.56258], [2.01252, 2.78646, -0.36842], [1.55452, 5.53346, -1.15042], [0.58252, 4.11346, -1.56442], [4.81652, 4.63746, -1.58242], [4.57952, 3.02146, -1.75342]],
  "mulliken_charge": [-0.7162, 0.0575, -0.4883, 1.1526, -0.1796, -0.2334, -0.0933, -0.1737, 0.6131, 0.5623, -0.1875, 0.2118, -0.0405, -0.7414, -0.9163, 0.1027, -0.2736, 0.5060, -0.2862, -0.4868, -0.6178, -0.4853, -0.3126, 0.2296, 0.3956, 0.4130, 0.5313, 0.4523, -0.3489, 0.0765, -0.7734, 0.0015, 0.2617, -0.5385, -0.7331, 0.8919, 0.2652, 0.1220, 0.0751, 0.7121, -1.4458, 0.0262, -0.5927, 1.1215, -0.6884, -0.6841, -0.3605, 0.5323, 0.5954, 0.2272, -0.0058, 0.2868, 0.3304, 0.4350, 0.1845, -0.9574, -0.3863, -1.4681, 1.2692, -0.7074, -0.6192, -0.3021, 0.4732, 0.3032, 0.2215, 0.4771, 0.6526, 0.5167, 0.3691, 0.1576, -0.4697, -0.4495, 0.8103, 1.2317, -0.6921, -0.7025, -0.5359, 0.4081, 0.0708, -0.1706, 0.3702, -0.4262, -0.1079, 0.3045, 0.3069, -1.2493, -0.2220, -0.5963, 1.1823, -0.7120, -0.6064, -0.9453, 0.5933, 0.4408, 0.4524, 0.0540, 0.4289, 0.2338, 0.6726, 0.3559]
}

{
  "formula": "C24H26Cl2N7O6PbSe2Te2",
  "method": "the ωB97M-V functional and the def2-TZVPD basis",
  "homo_ev": -10.4,
  "relative_energy_ev": 0.423,
  "charge": 1,
  "species": ["Pb", "Se", "Te", "Te", "Se", "Cl", "C", "Cl", "H", "H", "C", "C", "C", "C", "N", "N", "H", "H", "H", "H", "H", "H", "H", "H", "H", "H", "H", "H", "O", "C", "O", "C", "C", "C", "C", "C", "C", "N", "O", "O", "N", "O", "O", "H", "H", "H", "N", "C", "C", "C", "C", "C", "C", "N", "C", "C", "C", "C", "N", "C", "C", "H", "H", "H", "H", "H", "H", "H", "H", "H"],
  "positions_angstrom": [[0.33204, -0.30651, 2.82342], [-2.34075, 0.79742, 4.31853], [-3.94384, -1.02201, 4.67482], [-3.00357, -2.81883, 2.86003], [-0.55919, -2.84464, 3.41263], [3.30994, 0.98631, 4.52157], [2.69563, 2.48821, 5.24652], [0.93649, 2.61526, 5.12103], [3.14071, 3.32041, 4.71612], [2.96510, 2.48576, 6.29506], [3.44411, -4.27968, 4.55770], [3.54626, -3.58503, 3.20456], [3.09277, -4.52903, 2.09503], [4.97550, -3.10226, 2.95975], [2.58227, -2.46130, 3.28270], [2.52627, -1.59506, 2.14791], [4.07686, -5.16623, 4.57647], [2.41420, -4.57918, 4.75420], [3.77346, -3.61854, 5.36330], [3.66892, -5.45305, 2.13431], [3.24935, -4.10075, 1.10174], [2.03600, -4.77327, 2.21487], [5.66629, -3.94532, 2.97924], [5.28906, -2.39778, 3.73435], [5.08774, -2.62529, 1.98327], [2.81794, -1.88123, 4.08308], [2.24349, -2.14627, 1.34363], [3.42958, -1.17244, 1.93433], [-3.03018, 1.86815, 2.85826], [-2.18644, 2.27001, 1.92718], [-1.04846, 1.85563, 1.78586], [-2.77343, 3.30582, 1.02930], [-1.95794, 3.82787, 0.03318], [-2.47880, 4.78002, -0.81753], [-3.77881, 5.23530, -0.71902], [-4.55737, 4.69077, 0.28325], [-4.08729, 3.73623, 1.16339], [-5.95892, 5.15016, 0.41819], [-6.62667, 4.63081, 1.28574], [-6.33703, 5.99858, -0.35655], [-1.60998, 5.33078, -1.88219], [-2.09848, 6.14908, -2.62625], [-0.46199, 4.93947, -1.91393], [-0.93582, 3.49899, -0.07883], [-4.16950, 5.98119, -1.39499], [-4.73940, 3.34570, 1.92962], [-1.13715, -1.63990, -4.53885], [-0.88923, -1.38584, -5.87053], [-1.42831, -1.90764, -7.04420], [-0.92427, -1.40572, -8.22433], [0.08038, -0.41947, -8.24301], [0.60786, 0.09237, -7.07964], [0.10976, -0.40236, -5.87137], [0.44922, -0.07115, -4.57519], [-0.30653, -0.81994, -3.82030], [-0.25655, -0.77861, -2.35952], [-0.98017, -1.64022, -1.54165], [-0.86011, -1.53475, -0.16862], [-0.07781, -0.62680, 0.41446], [0.61539, 0.21257, -0.37066], [0.56265, 0.17082, -1.74335], [-1.81906, -2.28198, -4.17743], [-2.19999, -2.66575, -7.03640], [-1.30965, -1.77853, -9.16375], [0.44056, -0.05995, -9.19725], [1.37859, 0.85070, -7.08663], [-1.63167, -2.40361, -1.94429], [-1.40086, -2.19997, 0.49259], [1.22413, 0.95484, 0.13464], [1.13668, 0.85664, -2.34956]],
  "mulliken_charge": [1.1992, -0.0399, 0.0681, -0.0524, -0.2650, -0.1039, -0.4742, -0.0770, 0.3313, 0.3540, -1.6772, 1.2138, -1.6566, -1.6769, 0.0669, -0.3685, 0.4336, 0.3434, 0.4009, 0.4741, 0.3653, 0.3179, 0.4372, 0.3542, 0.4119, 0.2573, 0.2481, 0.1729, -0.4553, 0.7445, -0.4255, 0.2508, -0.6189, -0.1168, -0.3759, -0.1460, -0.6999, 1.0742, -0.6109, -0.6015, 1.0824, -0.5997, -0.6209, 0.6339, 0.6294, 0.6594, 0.0321, 0.7371, -1.0518, -0.4113, -0.4891, -0.7627, 0.5769, -0.5899, -0.1901, 1.1287, -0.7496, -0.3584, 0.0940, -0.3167, -0.6801, 0.1720, 0.3846, 0.3887, 0.3895, 0.4416, 0.3111, 0.0046, 0.5141, 0.5626]
}

{
  "formula": "C4H12BNO",
  "method": "the ωB97M-V functional and the def2-TZVPD basis",
  "homo_ev": -8.3,
  "relative_energy_ev": 4.899,
  "species": ["B", "C", "C", "C", "C", "N", "O", "H", "H", "H", "H", "H", "H", "H", "H", "H", "H", "H", "H"],
  "positions_angstrom": [[-1.21917, 0.32146, -0.06104], [-2.49143, 1.21594, 0.12069], [2.19195, 1.14751, 0.26475], [1.38983, -1.28274, -0.34883], [1.27438, 0.26644, -0.63041], [-1.39170, -1.97738, 0.50611], [-0.05458, 0.80066, -0.36390], [-2.99301, 0.83788, 1.00002], [-3.07083, 1.02325, -0.73928], [-2.20530, 2.23434, 0.53407], [1.43343, 1.92690, 0.42193], [2.41615, 0.71798, 1.25967], [2.95282, 1.73479, -0.24384], [1.05357, -1.50191, 0.60080], [2.45353, -1.67936, -0.57568], [0.66867, -1.89382, -1.01914], [1.56444, 0.31078, -1.69693], [-2.08700, -1.68840, 1.17974], [-1.88574, -2.51432, -0.20872]],
  "mulliken_charge": [0.4517, -0.8502, -1.0999, -1.3529, 0.4836, -0.6819, -0.3822, 0.2818, 0.3222, 0.2282, 0.2906, 0.3244, 0.3328, 0.5020, 0.3199, 0.2902, 0.1989, 0.1711, 0.1698]
}

no.,E (eV)
1,-5344.878
2,-25852.472
3,-119200.823
4,-111804.210
5,-223588.670
6,-8554.356